[1]
C27H38N6O3 | ωB97M-V with the def2-TZVPD basis set

```
! RIJCOSX wB97M-V def2-TZVPD def2/J DEFGRID3
* xyz 0 1
C -1.500 -0.947 3.228
N -1.778 -0.501 1.882
N -1.412 0.640 1.402
O -0.784 1.416 2.134
C -2.547 -1.392 1.042
H -3.593 -1.362 1.369
C -2.490 -1.022 -0.448
N -1.363 -1.676 -1.117
N -1.192 -2.963 -1.214
O -2.026 -3.707 -0.701
C -0.311 -0.890 -1.716
H -0.729 0.018 -2.150
H 0.131 -1.500 -2.508
C 0.779 -0.511 -0.688
N 1.233 -1.714 -0.020
N 0.687 -1.905 1.141
O 0.890 -2.978 1.716
C 2.004 -2.734 -0.714
H 1.381 -3.635 -0.765
C 3.312 -3.089 0.013
C 4.238 -1.912 0.124
C 5.059 -1.559 -0.941
C 5.893 -0.459 -0.852
C 5.918 0.302 0.305
C 5.106 -0.044 1.372
C 4.269 -1.143 1.281
H 3.636 -1.408 2.114
H 5.125 0.542 2.279
H 6.570 1.159 0.376
H 6.528 -0.196 -1.686
H 5.046 -2.154 -1.844
H 3.067 -3.467 1.006
H 3.791 -3.891 -0.553
H 2.214 -2.377 -1.721
H 0.312 0.082 0.102
C 1.910 0.295 -1.339
H 2.868 -0.104 -1.003
H 1.865 0.177 -2.425
C 1.892 1.794 -1.002
C 0.579 2.481 -1.382
C 0.673 3.982 -1.121
C 0.994 4.241 0.348
C 2.303 3.559 0.729
C 2.202 2.058 0.472
H 3.138 1.566 0.743
H 1.411 1.657 1.107
H 2.520 3.736 1.784
H 3.123 3.979 0.141
H 1.060 5.315 0.532
H 0.193 3.837 0.969
H -0.271 4.463 -1.387
H 1.457 4.415 -1.748
H 0.356 2.301 -2.438
H -0.236 2.080 -0.779
H 2.694 2.250 -1.595
H -2.330 0.055 -0.523
C -3.802 -1.393 -1.168
C -4.951 -0.577 -0.647
C -5.940 -1.160 0.134
C -6.987 -0.400 0.628
C -7.054 0.953 0.348
C -6.073 1.543 -0.431
C -5.029 0.783 -0.925
H -4.271 1.248 -1.539
H -6.123 2.598 -0.656
H -7.869 1.547 0.734
H -7.750 -0.868 1.232
H -5.895 -2.218 0.349
H -3.999 -2.456 -1.029
H -3.667 -1.204 -2.236
H -2.179 -2.411 1.195
H -0.834 -1.810 3.200
H -1.011 -0.124 3.749
H -2.429 -1.212 3.734
*
```

Results
SMILES = CN(C[C@H](Cc1ccccc1)N(C[C@H](CC1CCCCC1)N(CCc1ccccc1)N=O)N=O)N=O
LUMO level = 0.613 eV
HOMO energy = -8.97 eV
Kohn-Sham gap = 9.6 eV
ΔE to the lowest compared entry with this formula, charge and spin = 118.8 kcal per mole

***

[2]
C27H38N7O9PtSSb | ωB97M-V with the def2-TZVPD basis set

```
! RIJCOSX wB97M-V def2-TZVPD def2/J DEFGRID3
* xyz 2 5
Pt -0.927 -0.412 0.042
O -3.604 0.614 -4.841
C -2.319 0.743 -5.188
C -1.958 0.914 -6.526
C -0.643 1.107 -6.877
C 0.369 1.142 -5.903
C 0.030 0.973 -4.592
C -1.311 0.754 -4.192
C -1.530 0.528 -2.788
O -0.668 0.809 -1.926
N -2.759 -0.051 -2.416
N -2.730 -0.444 -1.174
C -3.858 -0.859 -0.644
C -3.861 -1.159 0.769
C -4.979 -1.695 1.392
C -4.929 -1.954 2.757
C -3.773 -1.651 3.448
C -2.693 -1.100 2.757
N -2.729 -0.863 1.458
H -4.165 0.646 -5.628
H -2.732 0.901 -7.284
H -0.387 1.233 -7.920
H 1.397 1.290 -6.197
H 0.789 0.973 -3.822
H -4.756 -0.935 -1.249
H -5.866 -1.913 0.812
H -5.781 -2.383 3.266
H -3.687 -1.832 4.510
H -1.777 -0.843 3.275
O 0.067 -4.038 -1.012
N -0.264 -2.940 -0.708
O 0.018 -1.914 -1.417
O -0.934 -2.690 0.361
C 2.871 -5.379 0.582
C 3.253 -3.972 0.133
S 4.768 -3.495 0.940
O 5.820 -4.336 0.456
O 4.496 -3.374 2.352
C 5.109 -1.828 0.350
C 4.630 -0.735 1.292
N 3.173 -0.753 1.519
C 2.237 -0.432 0.601
N 1.022 -0.685 1.077
C 1.174 -1.209 2.334
C 2.496 -1.248 2.610
N 3.075 -1.571 3.897
O 2.395 -2.277 4.604
O 4.128 -1.050 4.181
C 2.528 0.107 -0.753
H 1.963 -5.685 0.067
H 2.695 -5.409 1.656
H 3.663 -6.085 0.340
H 2.496 -3.235 0.415
H 3.430 -3.921 -0.942
H 4.727 -1.735 -0.668
H 6.198 -1.784 0.289
H 4.888 0.245 0.893
H 5.099 -0.837 2.265
H 0.360 -1.534 2.955
H 3.338 0.835 -0.725
H 1.636 0.589 -1.150
H 2.805 -0.691 -1.444
C 0.714 3.789 -0.803
C 0.661 3.305 0.643
Sb -1.088 2.157 1.068
C -2.659 3.208 0.092
C -2.842 4.631 0.614
C -1.477 2.417 3.156
C -0.833 3.674 3.738
H 1.652 4.313 -0.989
H -0.095 4.489 -1.017
H 0.639 2.968 -1.515
H 0.662 4.138 1.346
H 1.519 2.679 0.892
H -3.565 2.615 0.228
H -2.421 3.196 -0.973
H -3.112 4.644 1.670
H -3.641 5.131 0.067
H -1.938 5.230 0.491
H -1.127 1.524 3.675
H -2.565 2.442 3.247
H 0.255 3.624 3.697
H -1.114 3.783 4.786
H -1.150 4.578 3.218
*
```

Results
LUMO level (alpha / beta) = -6.930 / -8.908 eV
HOMO energy (alpha / beta) = -13.18 / -14.07 eV
<S²> = 6.0543
Kohn-Sham gap (alpha / beta) = 6.3 / 5.2 eV

***

[3]
C27H38O4P | ωB97M-V with the def2-TZVPD basis set

```
! RIJCOSX wB97M-V def2-TZVPD def2/J DEFGRID3
* xyz 1 1
C 6.017 -0.766 4.074
C 5.012 0.376 4.019
C 3.730 0.001 3.299
C 2.790 1.211 3.286
O 1.613 0.950 2.508
P 0.157 0.969 3.331
O -0.686 2.079 2.430
C -1.935 2.596 2.964
C -3.034 1.526 3.081
C -4.380 2.068 3.559
C -4.336 2.638 4.982
O -0.499 -0.440 2.740
C -0.803 -1.489 3.661
C -1.607 -2.577 2.945
C -1.957 -3.678 3.932
C -2.690 -4.860 3.302
H 6.936 -0.441 4.565
H 5.606 -1.609 4.639
H 6.271 -1.108 3.066
H 4.745 0.699 5.034
H 5.447 1.246 3.512
H 3.940 -0.330 2.270
H 3.237 -0.841 3.812
H 2.516 1.463 4.329
H 3.315 2.078 2.853
H -1.742 3.050 3.954
H -2.254 3.387 2.271
H -3.163 1.066 2.092
H -2.712 0.738 3.776
H -4.733 2.833 2.855
H -5.107 1.244 3.528
H -5.341 2.938 5.302
H -3.966 1.890 5.698
H -3.687 3.521 5.029
H 0.123 -1.933 4.073
H -1.389 -1.126 4.525
H -2.525 -2.141 2.514
H -1.015 -2.984 2.110
H -1.029 -4.026 4.402
H -2.568 -3.239 4.730
H -2.911 -5.614 4.063
H -3.637 -4.538 2.855
H -2.075 -5.329 2.526
C -0.045 6.810 -2.647
C 0.815 6.401 -1.627
C 0.994 5.049 -1.369
C 0.313 4.061 -2.121
C 0.500 2.662 -1.813
O -0.196 1.833 -2.636
C -0.099 0.459 -2.490
C 0.686 -0.107 -1.461
C 0.747 -1.525 -1.403
C 0.021 -2.286 -2.305
C -0.772 -1.680 -3.295
C -0.824 -0.298 -3.398
C 1.317 0.781 -0.574
C 1.260 2.152 -0.769
C -0.543 4.492 -3.159
C -0.720 5.847 -3.411
H -0.190 7.871 -2.846
H 1.353 7.139 -1.022
H 1.670 4.715 -0.585
H 1.378 -1.979 -0.631
H 0.062 -3.371 -2.245
H -1.340 -2.286 -3.996
H -1.405 0.213 -4.158
H 1.879 0.394 0.269
H 1.800 2.827 -0.107
H -1.065 3.761 -3.766
H -1.388 6.164 -4.209
*
```

Results
LUMO level = -4.764 eV
HOMO energy = -11.38 eV
Kohn-Sham gap = 6.6 eV

***

[4]
C27H39AlBBrClF10N3O10S | ωB97M-V with the def2-TZVPD basis set

```
! RIJCOSX wB97M-V def2-TZVPD def2/J DEFGRID3
* xyz 2 1
C 7.358 -2.111 2.001
C 7.281 -1.676 0.751
C 5.985 -1.210 0.165
O 5.443 -1.847 -0.715
O 5.510 -0.088 0.710
C 4.424 0.480 -0.065
C 4.239 1.916 0.406
C 2.786 2.367 0.263
C 2.367 2.694 -1.195
C 1.416 1.660 -1.799
C -0.066 1.811 -1.351
C -0.570 0.423 -1.013
N 0.113 -0.229 -0.082
C -0.150 -1.428 0.396
C 0.734 -2.060 1.453
C 0.981 -1.258 2.786
C -0.032 -0.274 3.336
F 0.515 0.359 4.379
F -0.200 0.740 2.408
C -1.452 -0.701 3.744
F -2.254 -0.896 2.693
F -2.008 0.356 4.371
S -1.588 -2.168 4.933
F -1.053 -3.121 3.823
F -3.081 -2.392 4.430
F -2.185 -1.248 6.070
F -0.156 -1.913 5.522
F -1.749 -3.406 5.873
C -1.211 -2.051 -0.199
C -1.969 -1.458 -1.169
B -3.184 -2.271 -1.811
N -4.539 -1.918 -1.588
O -2.903 -3.322 -2.663
C -1.647 -0.166 -1.565
C -2.479 0.568 -2.604
C -3.388 1.597 -1.865
O -4.656 1.780 -2.496
C -5.744 1.245 -1.821
O -6.251 0.234 -2.224
C -6.379 1.939 -0.607
C -5.452 2.778 0.288
H 6.526 -2.648 2.454
H 8.239 -1.948 2.611
H 8.194 -1.690 0.162
H 4.683 0.429 -1.121
H 3.549 -0.132 0.177
H 4.938 2.609 -0.061
H 4.479 1.932 1.474
H 2.726 3.307 0.819
H 2.115 1.668 0.782
H 1.983 3.715 -1.233
H 3.273 2.668 -1.805
H 1.811 0.667 -1.570
H 1.441 1.749 -2.890
H -0.060 2.347 -0.392
H -0.695 2.309 -2.074
H 0.915 0.263 0.311
H 1.729 -2.140 0.999
H 0.426 -3.095 1.579
H 1.278 -1.967 3.556
H 1.887 -0.677 2.609
H -1.537 -3.096 0.028
H -5.176 -2.461 -2.161
H -4.798 -2.009 -0.609
H -2.617 -4.110 -2.178
H -3.042 -0.113 -3.237
H -1.778 1.111 -3.236
H -2.877 2.564 -1.871
H -3.471 1.275 -0.821
H -7.224 2.581 -0.898
H -6.803 1.144 0.010
H -6.002 3.471 0.936
H -4.795 2.119 0.916
H -4.757 3.353 -0.331
Cl -9.078 1.674 -0.082
C -0.871 2.298 -6.355
C 0.159 2.179 -7.451
O 1.381 2.177 -6.723
C 1.115 1.645 -5.508
O 1.943 1.252 -4.748
O -0.227 1.612 -5.268
F 0.134 3.249 -8.269
H -1.053 3.336 -6.074
H -1.817 1.828 -6.611
H 0.088 1.266 -8.045
Al -4.416 2.168 2.627
Br -2.543 -4.602 0.954
C 4.181 -2.586 5.631
N 4.045 -2.908 4.183
O 4.817 -3.708 3.710
O 3.153 -2.335 3.568
H 5.003 -3.163 6.036
H 4.376 -1.520 5.711
H 3.244 -2.850 6.114
*
```

Results
LUMO level = -11.549 eV
HOMO energy = -12.75 eV
Kohn-Sham gap = 1.2 eV

***

[5]
C27H39AlBClF13N2O5S | ωB97M-V with the def2-TZVPD basis set

```
! RIJCOSX wB97M-V def2-TZVPD def2/J DEFGRID3
* xyz -1 1
C 1.521 -6.107 -2.150
C 1.123 -5.638 -0.674
C 2.008 -6.170 0.497
C 1.631 -5.708 1.923
C 0.418 -4.766 2.259
C 0.164 -4.440 3.799
C 0.823 -3.010 4.177
C -1.364 -4.607 4.278
C -0.482 -4.241 1.076
O -1.589 -3.432 1.439
C -1.922 -2.420 0.458
C -1.030 -1.065 0.597
C -0.896 -0.396 2.048
C -2.287 -0.211 2.839
C -2.572 1.296 3.318
N -3.934 1.882 3.211
O -1.682 2.061 3.809
O 0.374 -1.320 0.262
Al 0.530 -1.359 -1.632
B 2.265 -0.278 -1.969
O 3.062 0.084 -0.788
N 2.804 0.182 -3.298
C 1.759 0.777 -4.175
C 3.569 -0.901 -3.985
O -1.138 -0.540 -1.797
C -1.487 0.075 -0.500
C -3.095 0.252 -0.715
C -3.439 1.151 -2.023
C -4.556 2.289 -1.709
Cl -4.507 3.674 -2.952
C -0.580 1.424 -0.572
C -1.259 2.708 0.111
C -0.651 4.118 -0.420
F -1.699 5.086 -0.155
F -0.480 4.037 -1.829
C 0.686 4.558 0.374
F 1.606 3.496 0.240
F 0.303 4.576 1.762
C 1.247 6.010 -0.019
F 0.529 6.612 -1.106
F 0.906 6.855 1.103
C 2.836 6.139 -0.153
F 3.528 5.486 0.916
F 3.127 7.536 0.059
S 3.582 5.709 -1.805
F 4.980 6.556 -1.342
F 4.294 4.354 -1.074
F 2.332 4.723 -2.269
F 2.977 7.055 -2.570
F 4.359 5.314 -3.226
C -0.085 -4.707 -0.341
H 0.656 -5.957 -2.877
H 1.759 -7.239 -2.106
H 2.493 -5.600 -2.515
H 2.890 -6.861 0.304
H 2.245 -6.102 2.797
H 0.769 -5.227 4.397
H 0.009 -2.245 4.407
H 1.471 -2.712 3.267
H 1.515 -3.116 5.094
H -1.469 -4.970 5.364
H -1.867 -3.574 4.175
H -1.925 -5.302 3.550
H -1.963 -2.776 -0.624
H -3.000 -2.078 0.713
H -0.367 0.625 2.032
H -0.238 -1.083 2.679
H -2.231 -0.850 3.792
H -3.158 -0.549 2.184
H -4.652 1.140 3.270
H -4.046 2.542 4.006
H 0.394 -2.790 -2.342
H 4.000 -0.096 -1.055
H 2.263 1.479 -4.946
H 1.118 -0.029 -4.691
H 1.056 1.422 -3.539
H 4.502 -1.224 -3.414
H 3.936 -0.452 -4.988
H 2.841 -1.757 -4.213
H -3.460 0.857 0.193
H -3.635 -0.740 -0.854
H -2.527 1.676 -2.466
H -3.910 0.433 -2.796
H -4.422 2.784 -0.691
H -5.586 1.802 -1.755
H -0.265 1.560 -1.657
H 0.397 1.225 0.017
H -2.388 2.799 -0.041
H -1.111 2.586 1.253
H -0.708 -4.361 -1.231
*
```

Results
LUMO level = 0.401 eV
HOMO energy = -4.79 eV
Kohn-Sham gap = 5.2 eV
ΔE to the lowest compared entry with this formula, charge and spin = 236.4 kcal per mole

***

Number 4 is which compound?
C27H39AlBBrClF10N3O10S